Version i
16
Properties=species:S:1:pos:R:3:mulliken_charge:R:1 method="wB97M-V/def2-TZVPD" charge=+1 lumo_ev=-6.28
C -0.4685 1.4497 -0.3588 -1.004
C -1.2293 -1.7591 0.5112 -0.239
C 0.2879 1.2670 0.8402 -0.423
N -0.7374 -2.2466 -0.6212 -0.152
S 2.4889 0.8081 -1.2769 -0.176
S 1.6148 0.0742 0.4442 -0.151
H -0.7794 0.4795 -0.8135 0.212
H -1.3133 2.1573 -0.1964 0.327
H 0.1536 2.0082 -1.0888 0.403
H -0.3289 0.8961 1.6245 0.344
H -0.5671 -1.3783 1.3458 0.345
H -2.3410 -1.5579 0.5555 0.303
H -1.4154 -2.8971 -1.0811 0.346
H 0.1999 -2.6011 -0.5005 0.317
H 0.7722 2.1499 1.1781 0.344
H 3.6632 1.1500 -0.5622 0.204

---

Version ii
16
Properties=species:S:1:pos:R:3:mulliken_charge:R:1 method="wB97M-V/def2-TZVPD" charge=+1 lumo_ev=-5.08
C 1.4821 2.1315 0.1882 -0.725
S 2.2853 1.5727 -1.3209 0.008
S 1.4471 -0.2765 -1.6547 -0.242
H 0.4244 2.3094 0.0396 0.211
H 1.9393 3.0884 0.4248 0.348
H 1.6556 1.4544 1.0112 0.276
H 2.2883 -1.0063 -0.9034 0.182
C -1.7637 -0.0310 0.1875 -0.519
C -0.4592 -2.0594 0.4422 -0.234
N -1.5161 -1.4670 0.0782 0.026
H -2.6658 0.1247 0.7724 0.349
H -1.8757 0.3814 -0.8100 0.322
H -0.9102 0.4338 0.6619 0.105
H 0.3497 -1.4765 0.8365 0.327
H -0.4063 -3.1344 0.3219 0.270
H -2.2747 -2.0455 -0.2757 0.295

---

Least stable: version i

---

Version i
15
Properties=species:S:1:pos:R:3:lowdin_spin:R:1 method="wB97M-V/def2-TZVPD" multiplicity=2 s2=0.754 charge=+2 lumo_ev="-9.38 / -14.70"
C -0.5569 -2.4901 -0.8445 0.001
N -1.3189 -1.4740 -1.0047 -0.001
H -0.7658 -3.3902 -1.4003 0.000
H 0.2150 -2.3643 -0.0956 0.000
H -1.2492 -0.6413 -0.3897 -0.001
H -2.2873 -1.5649 -1.3208 0.000
C -0.0178 1.3926 0.2982 0.197
O -0.4812 0.2620 0.9544 0.506
C 1.5097 1.5182 0.4527 0.164
H -0.3264 1.2929 -0.7398 0.002
H -0.4060 2.3198 0.7911 0.093
H -0.1266 0.3026 1.8738 0.001
H 1.8486 2.4157 -0.0867 0.017
H 1.8958 1.7579 1.4494 0.004
H 2.0669 0.6630 0.0625 0.018

---

Version ii
15
Properties=species:S:1:pos:R:3:lowdin_spin:R:1 method="wB97M-V/def2-TZVPD" multiplicity=2 s2=0.756 charge=+2 lumo_ev="-8.12 / -15.07"
C -1.1746 0.7269 0.0285 0.150
O -1.3714 1.2189 -1.2332 0.535
C 0.3385 0.1841 0.2269 0.175
C 0.3964 -0.8472 1.2754 0.041
N 0.8778 -0.4411 -1.0614 0.005
H -1.2631 1.4883 0.8081 0.010
H -1.8972 -0.0894 0.1319 0.035
H -1.2767 2.1892 -1.3579 0.004
H 0.8908 1.1014 0.4329 0.009
H 0.1109 -0.5821 2.3019 0.002
H 1.4406 -1.1728 1.4511 0.026
H -0.1982 -1.7527 1.1238 0.005
H 0.7542 -1.4612 -1.1219 0.000
H 0.4667 -0.1391 -1.9366 0.001
H 1.9054 -0.4231 -1.0697 0.002

---

Least stable: version i

---

Version i
21
Properties=species:S:1:pos:R:3:mulliken_charge:R:1 method="wB97M-V/def2-TZVPD" charge=0 lumo_ev=0.64 smiles=CN[C@H](CO)CS.O
C 0.1825 2.1218 -0.5253 -0.887
N 0.5159 0.7079 -0.9592 -0.354
C 0.2530 -0.2967 0.0611 0.705
C -1.1591 -0.2745 0.5354 -1.379
O -1.6194 -1.6127 0.5945 -0.492
C 1.3568 -0.1612 1.1392 -0.817
S 1.4165 -1.5162 2.3973 -0.280
H 0.1752 2.6710 -1.5006 0.304
H -0.8313 2.0872 -0.0489 0.327
H 1.0296 2.5822 -0.0048 0.299
H 1.4734 0.6329 -1.2921 0.266
H 0.5522 -1.3515 -0.5296 0.170
H -1.3196 0.2858 1.4761 0.391
H -1.8885 0.2910 -0.1301 0.493
H -1.3131 -1.8367 1.5326 0.347
H 1.3533 0.8107 1.7093 0.340
H 2.4116 -0.1060 0.7364 0.393
H 1.1038 -2.5743 1.4672 0.143
O -1.4805 -0.8485 -2.5082 -0.652
H -1.4503 -1.3380 -1.7388 0.300
H -0.7619 -0.2741 -2.4116 0.383

---

Version ii
21
Properties=species:S:1:pos:R:3:mulliken_charge:R:1 method="wB97M-V/def2-TZVPD" charge=0 lumo_ev=0.72 smiles=OCNCCCS.O
O 1.4411 -0.4098 2.7383 -0.523
C 0.9896 -1.2506 1.6641 -0.454
N 0.2124 -0.4341 0.6383 0.004
C -0.1487 -1.0668 -0.6558 -0.664
C -0.6004 0.0457 -1.6574 -0.371
C -2.0241 0.3573 -1.6695 -0.635
S -2.4824 1.8868 -0.6555 -0.198
H 2.2509 0.0961 2.4365 0.325
H 0.2278 -2.0702 2.1008 0.254
H 1.8789 -1.6748 1.2047 0.291
H -0.5682 0.0225 1.2024 0.115
H -0.9276 -1.8164 -0.4912 0.329
H 0.7938 -1.4046 -1.0569 0.358
H 0.0917 0.9823 -1.5415 0.156
H -0.3485 -0.4561 -2.6259 0.322
H -2.4040 0.4091 -2.7186 0.364
H -2.6123 -0.3866 -1.0691 0.284
H -1.7501 1.4233 0.4169 0.064
O 2.2177 1.9251 0.9356 -0.634
H 2.3660 1.4480 0.0580 0.308
H 1.3964 2.3739 0.7459 0.305

---

Least stable: version i